(1)
# C29H27BIrN2O2S

A structure of composition C29H27BIrN2O2S (the ωB97M-V functional and the def2-TZVPD basis, the OMol25 dataset).

The charge is +1. The calculation puts the electronic energy at -51933.77761 eV. As for the multiplicity: 1. Its strongest force on any atom is 0.962 eV Å⁻¹. The calculation puts the energy above the lowest of the compared OMol25 structures with the same formula, charge and spin at 0.305 eV.

Each line ends with the Löwdin charge.
Cartesian coordinates (Å):
Ir -1.3358 -0.8695 1.5131  1.24
N -0.9076 1.0887 1.4444  -0.01
C 0.4843 1.5135 1.6325  -0.21
C 0.8736 2.6480 0.9384  -0.01
C 2.1580 3.1414 1.0830  -0.05
C 3.0455 2.4816 1.9170  -0.05
C 2.6511 1.3352 2.5841  -0.01
C 1.3586 0.8174 2.4674  -0.11
C 1.0643 -0.4910 3.1055  -0.18
C 1.7164 -0.8983 4.2699  -0.03
C 1.6336 -2.2085 4.7196  -0.07
C 0.9321 -3.1541 3.9831  -0.08
C 0.2383 -2.7665 2.8421  -0.10
C 0.2556 -1.4294 2.4549  -0.27
H -1.2208 1.4784 0.5542  0.12
H -1.4917 1.5114 2.1697  0.12
H 0.1672 3.1515 0.2881  0.12
H 2.4623 4.0264 0.5420  0.12
H 4.0591 2.8416 2.0284  0.12
H 3.3709 0.7942 3.1830  0.12
H 2.3037 -0.1763 4.8244  0.12
H 2.1493 -2.4992 5.6244  0.11
H 0.9209 -4.1904 4.2947  0.11
H -0.3060 -3.4998 2.2518  0.12
S -3.2296 -0.2485 5.8570  1.14
C -2.3257 -0.9060 4.5665  -0.43
N -2.6867 -0.5442 3.3702  -0.09
C -3.7644 0.3348 3.4215  -0.33
C -4.3998 0.9012 2.3143  -0.03
C -5.4531 1.7611 2.5363  -0.06
C -5.8806 2.0545 3.8398  -0.06
C -5.2678 1.4916 4.9385  -0.06
C -4.1990 0.6235 4.7159  -0.45
H -1.4928 -1.5768 4.7403  0.08
H -4.0891 0.6522 1.3045  0.11
H -5.9680 2.2061 1.6960  0.11
H -6.7116 2.7311 3.9836  0.12
H -5.6081 1.7167 5.9398  0.12
C 2.6110 -1.0809 -6.6192  -0.07
C 1.7078 -0.1823 -5.7747  -0.56
C 0.3916 0.0245 -6.5372  -0.05
C 2.4072 1.1710 -5.5891  -0.05
C 1.4081 -0.7869 -4.4012  -0.16
C 1.9441 -2.0058 -3.9880  -0.01
C 1.6583 -2.5766 -2.7454  0.03
C 0.8183 -1.8707 -1.9241  -0.20
O 0.3737 -2.1844 -0.6484  0.14
B -0.4231 -1.1107 -0.2751  -0.62
O -0.5132 -0.1598 -1.2930  0.12
C 0.2902 -0.6553 -2.3136  -0.18
C 0.5529 -0.0902 -3.5342  0.06
H 2.7574 -0.6219 -7.5978  0.09
H 2.1697 -2.0662 -6.7785  0.09
H 3.5954 -1.2125 -6.1661  0.09
H 0.5973 0.4263 -7.5309  0.09
H -0.2701 0.7257 -6.0269  0.08
H -0.1434 -0.9195 -6.6541  0.09
H 2.6092 1.6286 -6.5595  0.09
H 3.3574 1.0486 -5.0660  0.09
H 1.7922 1.8661 -5.0154  0.08
H 2.6133 -2.5412 -4.6448  0.10
H 2.0775 -3.5277 -2.4486  0.13
H 0.1107 0.8581 -3.8075  0.13

(2)
# C33H37AsAuF3NSSbSi2

A structure of composition C33H37AsAuF3NSSbSi2 at a distorted geometry (the ωB97M-V functional and the def2-TZVPD basis, the OMol25 dataset).

The charge is 0. The calculation puts the electronic energy at -142107.01431 eV. As for the multiplicity: 3. Its strongest force on any atom is 5.662 eV Å⁻¹. The calculation puts the energy above the lowest of the compared OMol25 structures with the same formula, charge and spin at 4.082 eV.

Each line ends with the Mulliken spin population.
Cartesian coordinates (Å):
Au 0.3417 0.7333 -0.3346  0.14
S 3.5110 4.0850 0.0729  0.05
C 4.2090 2.5782 -0.2525  0.03
C 3.3252 1.5363 -0.5600  0.01
C 2.0362 2.0578 -0.2188  0.12
C 2.0013 3.3421 -0.3906  0.14
C 1.0233 4.3816 -0.3838  0.04
C 1.4439 5.7610 -0.5703  0.00
C 0.4623 6.6780 -0.9025  0.00
C -0.8769 6.2074 -0.7671  0.00
C -1.1692 4.9418 -0.1916  0.01
N -0.1625 4.1540 0.1207  0.00
H 5.2522 2.3671 0.0677  0.00
H 3.3991 0.8567 -1.3518  0.01
H 2.4881 6.1262 -0.5855  0.00
H 0.8701 7.6623 -1.1333  0.00
H -1.6985 6.8985 -0.9283  0.00
H 5.2893 2.0093 9.2198  1.00
H -0.4301 0.2214 -1.8954  0.19
F -4.9989 -3.8692 -4.9971  0.00
C -3.8290 -3.4945 -4.3829  0.00
C -2.6242 -4.2078 -4.4371  0.00
C -1.5318 -3.7735 -3.6805  0.00
C -1.5983 -2.6396 -2.9215  -0.02
C -2.7591 -1.9127 -2.8740  0.03
C -3.9072 -2.3758 -3.5367  0.00
Sb 0.1486 -2.0082 -1.7221  0.08
C 0.5205 -3.9360 -0.5028  0.05
C 0.2280 -3.9149 0.8495  0.00
C 0.5416 -4.9447 1.7138  0.00
C 1.0058 -6.1469 1.1341  0.00
F 1.3466 -7.2090 1.9887  0.00
C 1.2513 -6.2390 -0.2325  0.00
C 0.8911 -5.1522 -1.0252  -0.01
C 1.8803 -2.0783 -3.0249  0.00
C 3.2209 -2.3618 -2.6167  0.00
C 4.2801 -1.9959 -3.4073  0.00
C 3.9550 -1.6601 -4.7285  0.00
F 4.9895 -1.6212 -5.6021  0.00
C 2.5698 -1.5791 -5.2193  0.00
C 1.5521 -1.8738 -4.3456  0.01
H -2.5196 -5.1168 -5.0395  0.00
H -0.6647 -4.4286 -3.6831  0.00
H -2.8084 -1.0411 -2.2683  -0.03
H -4.8423 -1.8181 -3.4826  0.00
H -0.0891 -2.9431 1.3242  -0.01
H 0.3597 -4.9368 2.7815  0.00
H 1.6248 -7.1747 -0.6696  0.00
H 1.0276 -5.1765 -2.1165  0.00
H 3.2272 -2.6006 -1.5040  0.00
H 5.2557 -1.8659 -2.9142  0.00
H 2.4206 -1.3088 -6.2632  0.00
H 0.4919 -1.6565 -4.6407  0.00
C -1.8799 -0.7210 3.4158  -0.01
Si -0.2079 0.3407 3.3987  0.01
C -0.0082 0.9384 5.2452  0.00
C 1.2334 -0.8433 3.1640  0.00
As -0.1794 2.0920 1.7004  0.09
Si -2.2713 3.2374 2.1255  0.04
C -3.9269 2.1545 1.9350  0.00
C -2.4553 4.5149 0.5714  0.00
C -2.0971 4.1114 3.7398  0.01
H -1.4872 -1.7251 3.1409  0.00
H -2.2654 -0.5289 2.3815  0.01
H -2.5020 -0.7604 4.3601  0.00
H -0.1247 0.0384 5.8741  0.00
H -0.6738 1.6957 5.6525  0.00
H 0.9856 1.2792 5.4901  0.00
H 0.9483 -1.6396 2.4333  0.00
H 1.3995 -1.2925 4.1410  0.00
H 2.1507 -0.4342 2.7491  0.00
H -3.8185 1.4711 1.0699  0.01
H -4.7369 2.8775 1.7282  0.00
H -4.4561 1.5844 2.8625  0.00
H -3.5476 1.4128 2.8166  0.00
H -2.7279 5.4439 1.0272  0.00
H -3.1666 4.2785 -0.2569  0.00
H -1.0842 3.9188 4.1458  0.00
H -2.8386 3.8317 4.5076  0.00
H -2.1937 5.1876 3.6123  0.00

(3)
# C27H35N3O5S

The molecule C27H35N3O5S at a distorted geometry (the ωB97M-V functional and the def2-TZVPD basis, the OMol25 dataset).

The charge is 0. The calculation puts the electronic energy at -54109.53031 eV. As for the multiplicity: 1. Its strongest force on any atom is 1.109 eV Å⁻¹. Its SMILES is COc1ccc(/C=C/C(=O)Nc2cc(S(=O)(=O)N3CCCCC3)ccc2N2CCCCC2)cc1OC. The calculation puts the energy above the lowest of the compared OMol25 structures with the same formula, charge and spin at 2.995 eV.

Each line ends with the Löwdin charge.
Cartesian coordinates (Å):
C 0.2677 4.0702 5.0773  -0.08
O 1.2401 3.6058 4.1755  -0.07
C 0.8524 3.2907 2.9091  -0.21
C -0.4471 3.3513 2.4343  -0.01
C -0.7423 2.9730 1.1344  -0.04
C 0.2628 2.5568 0.2714  -0.22
C -0.0593 2.1198 -1.0745  -0.04
C 0.7881 2.0884 -2.1062  -0.02
C 0.3862 1.5886 -3.4374  -0.46
O 0.4763 2.2390 -4.4584  0.08
N -0.1630 0.3295 -3.4802  0.16
C -0.2425 -0.6361 -2.4801  -0.16
C 0.7313 -0.7462 -1.4927  0.01
C 0.5657 -1.6326 -0.4496  -0.25
S 1.8238 -1.7619 0.8150  0.69
O 2.6408 -0.5756 0.7716  -0.29
O 2.4828 -3.0284 0.6673  -0.27
N 0.8747 -1.8207 2.1892  -0.24
C 1.1429 -2.8846 3.1342  -0.21
C 2.2641 -2.5193 4.1051  -0.17
C 1.9274 -1.2077 4.8101  -0.19
C 1.6992 -0.1155 3.7688  -0.17
C 0.5966 -0.5371 2.7984  -0.18
C -0.5425 -2.4520 -0.3788  -0.05
C -1.4761 -2.4108 -1.3993  0.00
C -1.3357 -1.5299 -2.4698  -0.17
N -2.2630 -1.4510 -3.5210  -0.12
C -1.8366 -2.0100 -4.7964  -0.17
C -2.6484 -1.3769 -5.9239  -0.18
C -4.1333 -1.6421 -5.6915  -0.21
C -4.5278 -1.1490 -4.3024  -0.18
C -3.6413 -1.7995 -3.2406  -0.19
C 1.5784 2.5027 0.7458  0.03
C 1.8838 2.8435 2.0478  -0.21
O 3.1211 2.7742 2.5975  -0.06
C 4.1622 2.2252 1.8178  -0.07
H -0.5063 3.3168 5.2613  0.10
H 0.8005 4.2715 6.0054  0.10
H -0.2030 4.9935 4.7237  0.10
H -1.2480 3.6825 3.0760  0.10
H -1.7640 3.0178 0.7880  0.11
H -1.0790 1.7827 -1.2210  0.13
H 1.7781 2.5149 -2.0440  0.13
H -0.6636 0.1316 -4.3365  0.13
H 1.6154 -0.1318 -1.5091  0.12
H 1.4138 -3.7630 2.5483  0.11
H 0.2144 -3.0848 3.6814  0.13
H 3.1886 -2.4048 3.5357  0.12
H 2.3993 -3.3252 4.8284  0.11
H 2.7387 -0.9201 5.4809  0.11
H 1.0226 -1.3391 5.4105  0.11
H 2.6151 0.0379 3.1987  0.10
H 1.4318 0.8266 4.2472  0.11
H 0.4959 0.1888 1.9898  0.10
H -0.3637 -0.6173 3.3212  0.13
H -0.6513 -3.1265 0.4542  0.11
H -2.3245 -3.0766 -1.3683  0.11
H -0.7672 -1.8424 -4.9387  0.12
H -1.9991 -3.1018 -4.8038  0.13
H -2.4714 -0.2997 -5.9414  0.11
H -2.3308 -1.7912 -6.8817  0.11
H -4.7307 -1.1396 -6.4534  0.11
H -4.3265 -2.7151 -5.7655  0.11
H -5.5736 -1.3828 -4.0978  0.11
H -4.4008 -0.0664 -4.2515  0.12
H -3.9023 -1.4184 -2.2512  0.13
H -3.8040 -2.8904 -3.2541  0.13
H 2.3508 2.1346 0.0939  0.11
H 5.0192 2.1565 2.4859  0.10
H 4.4139 2.8792 0.9763  0.10
H 3.9021 1.2304 1.4433  0.07

(4)
# C3H2O3

A structure of composition C3H2O3 at a distorted geometry (the ωB97M-V functional and the def2-TZVPD basis, the OMol25 dataset).

The charge is 0. The calculation puts the electronic energy at -9281.04360 eV. As for the multiplicity: 1. Its strongest force on any atom is 2.767 eV Å⁻¹. The calculation puts the energy above the lowest of the compared OMol25 structures with the same formula, charge and spin at 4.483 eV.

Each line ends with the Löwdin charge.
Cartesian coordinates (Å):
O -1.7388 0.2885 1.1349  0.12
C -0.4948 0.5401 0.8499  -0.01
C 0.0634 0.4279 -0.4768  -0.40
O -0.0311 1.3313 -1.2857  0.10
C 0.9706 -0.7719 -0.6928  -0.16
O 1.0803 -1.6386 0.1393  0.09
H -1.3252 0.6093 2.0077  0.12
H 1.4756 -0.7866 -1.6765  0.13

(5)
# C6H16N2

The molecule C6H16N2 at a distorted geometry (the ωB97M-V functional and the def2-TZVPD basis, the OMol25 dataset).

The charge is 0. The calculation puts the electronic energy at -9459.67953 eV. As for the multiplicity: 1. Its strongest force on any atom is 4.419 eV Å⁻¹. Its SMILES is CC(C)[C@@H](C)N(C)N. The calculation puts the energy above the lowest of the compared OMol25 structures with the same formula, charge and spin at 2.395 eV.

Each line ends with the Löwdin charge.
Cartesian coordinates (Å):
C 1.8973 1.1532 -0.3311  -0.11
C 1.0805 -0.0427 -0.7900  -0.33
C 1.6471 -1.3676 -0.3103  -0.09
C -0.6575 0.1839 -0.5231  -0.36
C -1.3691 -0.6422 -1.5970  -0.08
N -0.9600 -0.2423 0.7959  -0.15
C -0.3061 0.4613 1.8929  -0.12
N -2.5889 0.1661 0.8671  0.05
H 1.4353 2.0948 -0.6422  0.07
H 2.8959 1.1239 -0.7869  0.08
H 2.0473 1.1776 0.7497  0.06
H 1.0965 -0.0450 -1.8847  0.11
H 1.0244 -2.2104 -0.6191  0.07
H 1.7568 -1.4020 0.7764  0.07
H 2.6475 -1.5264 -0.7340  0.08
H -0.8292 1.2553 -0.6854  0.12
H -1.2705 -1.7135 -1.4016  0.08
H -0.9712 -0.4228 -2.5925  0.07
H -2.4344 -0.3965 -1.6249  0.06
H -0.8422 0.2655 2.8270  0.08
H 0.6990 0.0692 2.0613  0.07
H -0.2708 1.5455 1.7390  0.08
H -2.7052 1.0583 1.3517  0.05
H -3.0227 -0.5431 1.4617  0.05